(1)
Below is a structure of composition C15H21F5IIrO2P2 at a distorted geometry, with properties calculated with ωB97M-V/def2-TZVPD.

Structure (XYZ):
```
47
Properties=species:S:1:pos:R:3:forces:R:3
C -2.450018 2.732567 -0.018180 0.0 -0.4 0.0
C 1.209726 0.125392 1.408973 0.3 -1.2 1.9
C -3.654668 -0.385755 -1.066158 -1.4 -0.1 -0.3
H 0.759860 2.407085 1.921257 -0.8 0.2 0.0
H -3.674136 0.654930 -1.410515 0.2 -0.2 0.2
C 0.122820 -0.758719 1.167816 -0.6 -2.0 1.2
F 2.970631 2.664654 -0.787730 0.5 -1.5 1.3
O -2.826827 -0.985088 1.087770 0.5 0.7 -2.0
H 1.797647 -2.619035 -2.452068 -0.3 -0.1 -0.2
C 3.901377 1.610938 1.031608 3.4 0.9 2.9
Ir -0.700237 -0.276119 -0.588482 1.3 0.2 0.4
C 0.112973 3.175555 -1.010119 0.0 -0.4 -0.1
H -2.368861 3.783987 0.293355 -0.1 -0.4 -0.1
H -1.641172 -4.318950 -2.290323 -0.1 0.3 0.1
P -0.389735 -2.457402 -1.389314 0.3 -2.0 -0.1
H -0.553897 3.594035 1.953848 -0.2 -0.2 -0.4
H -0.366487 -3.670500 0.696714 0.3 -0.2 -0.2
F 3.415764 -0.491424 4.070081 -0.4 1.7 -1.7
F 0.845502 0.478424 3.685628 1.5 -0.6 -1.3
H -3.122221 2.191037 0.657331 -0.1 0.2 -0.2
C -0.327646 2.539851 1.757019 0.7 -0.5 0.0
H -0.364271 4.168071 -0.975240 0.2 -0.4 0.1
C 2.928319 1.584210 0.059876 -1.3 3.2 -1.5
H 1.139994 3.209063 -0.645238 -0.4 0.4 -0.3
H -2.628948 -3.374942 -1.132342 0.2 0.0 -0.2
O -0.106659 -1.751978 1.843038 -0.2 2.2 -1.3
H 0.606438 -1.813645 -3.512768 0.1 -0.2 0.0
H 0.562395 -3.593464 -3.318346 0.1 0.3 0.2
F 5.411548 0.729083 2.635168 -2.3 0.3 -0.4
C 3.115387 0.268066 2.976327 0.3 -1.7 1.9
H -2.810691 2.678821 -1.050675 -0.1 0.1 0.2
F 4.842759 2.595840 0.863282 -0.5 -1.6 -0.2
I 2.158212 -0.054252 -1.050629 -0.3 -1.4 -1.5
H 0.096149 2.810234 -2.043032 0.1 0.2 0.1
H -3.529029 -1.035980 -1.939035 0.2 0.1 0.3
C 4.119904 0.826905 2.218154 1.7 1.0 -1.5
P -0.779291 1.998113 0.060988 -0.9 2.3 0.5
C -2.576811 -0.611498 -0.055645 -0.3 -0.6 1.8
C 0.313098 -3.632854 -0.163261 -0.3 0.3 0.0
C -1.903136 -3.306558 -1.952589 0.0 0.2 0.0
C 0.759962 -2.639395 -2.809521 -0.2 0.4 0.0
H -0.883970 1.908698 2.459068 0.2 0.2 0.1
H -4.625246 -0.616503 -0.603416 0.2 0.1 -0.2
C 1.733025 0.310652 2.632400 -1.4 0.2 0.9
H -2.347536 -2.750211 -2.786704 0.0 -0.2 0.1
H 1.291630 -3.273789 0.183235 -0.2 -0.2 -0.1
H 0.416373 -4.628151 -0.611606 0.0 0.3 0.0
```
Forces are in eV/Å.

energy relative to the best compared isomer or geometry (same formula, charge and spin)	0.0	kcal/mol
spin multiplicity	5
charge	+2
<S²>	6.10
highest occupied orbital energy (spin up / spin down)	-13.415 / -16.013	eV


(2)
Below is a structure of composition C15H9BrN14NiOS, with properties calculated with ωB97M-V/def2-TZVPD.

Structure (XYZ):
```
42
Properties=species:S:1:pos:R:3:forces:R:3
C 4.259414 -1.149740 -1.252727 0.0 0.0 0.0
Ni 0.017464 0.070013 0.592724 0.0 0.1 0.1
C -2.417891 -1.762759 -0.313412 0.0 0.0 0.0
O -1.122899 -0.949777 -1.907543 0.0 0.0 0.0
H -1.007625 -0.836514 4.759057 0.0 0.0 0.0
C -2.024966 2.766371 -2.238497 0.0 0.0 0.0
N 0.334279 -2.717995 3.700532 0.0 0.0 0.0
H 4.852215 0.310431 0.209895 0.0 0.0 0.0
C 0.563267 2.216601 -1.593695 0.0 0.0 0.0
H 3.322446 -2.562511 -2.610111 0.0 0.0 0.0
N 1.689544 -0.528168 -0.513056 0.0 0.0 -0.1
N 0.908233 -3.395199 2.682953 0.1 0.0 0.0
N -1.378202 -1.018466 -0.683010 0.0 0.0 0.1
C -3.191500 -2.443416 -1.302529 0.0 0.0 0.0
C 3.181400 -1.801585 -1.855186 0.0 0.0 0.0
N -2.651081 2.119704 3.028928 -0.1 -0.1 0.0
H 1.023764 -1.919959 -1.854190 0.0 0.0 0.0
C -1.023843 3.273823 -3.045701 0.0 0.0 0.0
H -3.067300 2.956294 -2.453920 0.0 0.0 0.0
C 1.911063 -1.458255 -1.441216 0.0 0.0 0.0
N -1.275288 0.833174 1.991566 -0.1 -0.1 -0.1
C -1.359699 0.470571 3.267322 0.0 0.0 0.0
N -3.819761 -2.986106 -2.102182 0.0 0.0 0.0
Br 1.714298 3.668200 -3.753004 0.0 0.0 0.0
H 1.576349 1.993343 -1.285411 0.0 0.0 0.0
S 2.249514 1.261925 1.281561 0.0 0.0 0.0
C -2.797352 -1.888316 1.053717 -0.1 0.1 0.0
C 0.285459 2.993629 -2.703614 0.0 0.0 0.1
N -0.410701 1.723389 -0.836808 0.0 -0.2 0.0
H 5.275401 -1.396247 -1.543379 0.0 0.0 0.0
N -0.651459 -0.556176 3.861357 0.0 0.0 0.0
C -1.676575 1.994314 -1.140914 0.0 0.0 0.0
C 2.714537 0.108788 0.093868 0.0 0.0 0.0
N -3.205453 -2.012071 2.123536 0.0 -0.1 0.0
N 0.295595 -1.506881 1.868689 0.0 0.0 0.0
H -2.418394 1.593458 -0.463945 0.0 0.0 0.0
N -2.198352 1.242786 3.944374 0.1 0.0 0.0
C -0.031876 -1.570681 3.152343 0.0 0.0 0.0
N -2.126225 1.880978 1.877494 0.1 0.1 0.0
C 4.037409 -0.201349 -0.283474 0.0 0.0 0.0
H -1.248763 3.874889 -3.916964 0.0 0.0 0.0
N 0.893549 -2.690528 1.604584 0.0 0.0 0.0
```
Forces are in eV/Å.

energy relative to the best compared isomer or geometry (same formula, charge and spin)	0.0	kcal/mol
spin multiplicity	3
charge	-2
<S²>	2.01
highest occupied orbital energy (spin up / spin down)	-2.236 / -2.213	eV


(3)
Below is the ion C7H13N2S with charge +1 at a distorted geometry, with properties calculated with ωB97M-V/def2-TZVPD.

Structure (XYZ):
```
23
Properties=species:S:1:pos:R:3:forces:R:3
H -0.347814 -1.944722 -0.836857 -0.1 -1.1 0.2
H 1.119343 -0.561845 -1.730839 1.4 -0.8 -0.1
H -3.036565 0.219423 2.825840 0.1 0.7 -0.8
H -3.042688 0.461988 0.879071 -0.6 0.3 1.5
C 0.908637 2.006665 -0.938153 1.0 -2.2 2.2
H 2.688418 1.541578 0.285342 0.2 0.6 0.4
H 2.086596 -1.757417 -0.621671 0.3 -0.1 -1.1
C -0.568481 -1.732797 0.213573 -0.7 -0.1 -1.8
C 1.939171 -0.744107 -0.993605 -2.2 -0.3 1.9
H 2.801045 -0.137660 -1.171081 0.7 -0.3 -0.4
H -2.710914 -1.064314 1.630132 0.5 1.8 0.8
H -0.927240 1.838454 -2.411340 1.7 -0.6 2.1
H -1.573831 -2.098964 0.443364 0.2 0.4 -0.2
H 1.283876 2.928395 -1.131256 0.5 2.8 -1.3
S -0.928229 0.612881 1.733732 1.6 0.1 0.2
H 1.432183 -0.300792 1.180452 0.7 -0.6 -0.5
N -0.844133 0.401892 -0.905081 -2.0 1.6 -3.5
C -0.415851 -0.254048 0.153676 2.6 0.6 3.8
C -0.316716 1.423173 -1.483365 -1.8 -0.2 -0.6
N 1.242440 -0.071517 0.197347 0.1 2.1 0.5
C -2.589628 0.080747 1.826563 -1.5 -3.0 -1.8
H 0.119859 -2.207792 0.876343 0.5 -0.2 0.5
C 1.680522 1.360780 -0.022184 -3.2 -1.3 -1.7
```
Forces are in eV/Å.

energy relative to the best compared isomer or geometry (same formula, charge and spin)	95.1	kcal/mol
structure (SMILES)	CS[C@@]1(C)N=CC=C[N@@H+]1C
charge	+1
highest occupied orbital energy	-12.721	eV


(4)
Below is a structure of composition C37H51GeN8O2PSeZr at a distorted geometry, with properties calculated with ωB97M-V/def2-TZVPD.

Structure (XYZ):
```
102
Properties=species:S:1:pos:R:3:forces:R:3
Se -2.724221 0.601611 1.075576 -1.0 0.5 0.4
H 1.709074 2.569563 -4.679290 0.0 0.0 0.0
H 2.357929 5.200081 -4.205932 0.1 0.0 -0.1
H -0.877263 -0.785091 -5.495976 0.0 0.0 0.0
H 3.529139 5.350016 -2.880222 0.0 0.0 0.0
H 4.827428 -4.351612 -1.052762 0.0 0.0 0.0
C -2.054973 -2.930610 -3.174432 -0.1 0.0 0.3
H -2.236351 -0.397950 3.315810 0.0 0.0 0.0
H 0.552153 1.726738 2.199574 0.0 0.0 0.0
N 3.601310 -3.350580 -2.403139 0.2 -0.1 -0.1
Ge -4.429368 0.782736 3.881357 0.0 0.1 0.0
H -1.591226 -3.633128 5.100317 0.0 0.0 0.0
C -2.296264 -4.051532 3.104718 -0.1 0.0 0.0
C -1.520179 -3.349201 4.058203 0.0 0.0 -0.1
H -2.923304 -4.873062 3.421507 0.0 0.0 0.0
C 3.120123 4.663680 -3.621384 -0.1 0.0 0.0
Zr -0.387293 -0.250759 -0.114180 0.3 1.1 0.3
H 0.254672 4.760396 -3.965653 0.1 0.0 0.0
H -3.396897 2.902907 1.790518 -0.1 -0.1 0.1
H -5.507960 2.897998 2.832784 0.0 0.0 0.0
H -1.988950 4.232734 -4.791830 0.0 0.0 0.0
H 2.061875 -2.143723 3.249723 0.0 0.0 0.0
C -5.663231 1.822364 2.756493 0.2 -0.1 0.1
C -2.595204 0.585302 3.025144 -0.4 0.0 0.2
O -0.228480 1.859219 -0.447811 0.3 0.7 0.0
C 3.240621 0.913410 4.099033 0.0 0.0 0.0
H -5.262591 1.684787 6.069696 0.0 0.0 0.0
C 1.280921 1.111608 2.717451 -0.1 -0.2 0.0
C -0.695783 -2.316133 3.704714 0.2 0.1 0.0
C 0.197872 3.398422 -2.319718 0.3 -0.2 0.3
H -4.971736 -1.543891 2.978146 0.0 0.0 0.0
H 4.044266 1.374609 4.656533 0.0 0.0 0.0
H -2.504772 1.435017 -1.615927 0.0 0.0 0.0
H -1.846945 1.326367 3.303017 0.0 0.0 0.0
H 3.257378 -0.088842 -2.810094 0.0 0.1 0.1
H -3.909926 2.678196 5.525919 0.0 0.0 0.0
H 4.688528 -1.012430 0.389620 0.0 0.0 0.0
H 4.432002 -1.898677 -3.671300 0.0 0.0 0.0
P 1.791230 -1.488590 -1.426140 1.2 -0.9 0.8
H 3.925642 4.389840 -4.302075 0.0 0.0 0.0
C -0.602060 -1.903444 2.352997 -0.5 -0.4 -0.2
H 2.388400 2.777047 3.481127 0.0 0.0 0.0
H 5.581359 -2.769709 -2.640364 0.0 0.0 0.0
C -0.612627 2.465728 -1.668895 -0.2 0.5 -0.6
C 2.473160 -2.313558 0.130232 0.0 0.0 -0.2
N 3.801688 -2.858569 -0.034664 0.1 -0.1 0.1
C 2.248440 -2.901738 -2.605833 -0.5 0.2 -0.1
C -5.092147 -1.061186 3.949667 0.0 0.2 0.0
H -1.938268 -3.046289 -5.307731 0.0 0.0 0.0
C -2.809274 2.555452 0.948174 0.1 -0.1 -0.1
H 3.354663 2.043910 -4.293519 0.0 0.0 0.0
H -2.498771 -3.902576 -3.013530 0.0 0.0 0.0
C 3.840016 -3.890182 -1.066810 -0.1 0.1 0.1
C -0.905347 -0.469241 -3.391338 0.1 0.3 0.0
C -1.741140 -2.453796 -4.424616 0.1 0.2 -0.1
H -3.385037 2.563039 -3.612810 0.0 0.0 0.1
H -3.305459 2.831104 0.023855 0.0 0.0 0.0
C -1.893368 2.168373 -2.127749 0.1 -0.1 0.3
N -1.202629 -0.911112 -2.151523 -0.4 -0.8 -0.1
C 2.114057 -1.064491 3.325670 -0.1 -0.1 -0.2
C 3.143233 -0.470007 4.036146 0.0 0.0 0.0
C -1.608649 3.731181 -3.912154 0.0 0.0 0.0
H 3.879141 -1.092667 4.526888 0.0 0.0 0.0
H 2.506686 -1.564256 0.921227 -0.1 0.0 0.0
C 1.164632 -0.277665 2.668410 0.2 0.3 0.2
N 4.548720 -1.238666 -1.684351 0.2 0.0 0.0
H 1.785349 -3.111390 0.429077 0.0 0.1 0.1
C -0.338688 4.021155 -3.445542 -0.1 0.0 0.0
C -2.394620 2.800235 -3.248262 0.0 0.0 -0.1
H 3.369387 0.399549 -1.114538 0.0 0.0 0.0
O 0.968060 1.020347 -0.573438 1.5 1.6 -1.0
C -1.440385 -2.595547 1.405707 0.3 -0.1 0.9
H -2.855881 -4.176774 1.043060 0.0 0.0 0.0
H 1.995089 1.511785 -3.282256 0.0 0.0 0.0
N -1.335416 -2.129160 0.136985 -1.2 -2.6 -1.0
C -2.267342 -3.675583 1.798578 0.0 0.1 -0.2
H 5.767381 -2.231386 -0.319177 0.0 0.0 0.0
C 1.634707 3.674086 -1.906070 0.2 -0.1 -0.2
C 3.337166 -0.458952 -1.787646 -0.3 0.1 0.0
H 3.090702 -4.652355 -0.844069 0.0 0.0 0.0
H 2.141960 -2.527462 -3.626400 -0.1 0.0 0.0
C -4.264410 1.653472 5.630940 0.0 -0.2 -0.2
H -3.608345 1.118609 6.315478 0.0 0.0 0.0
N -1.961760 -2.715609 -0.821641 0.0 -0.2 1.1
H 1.552476 -3.733513 -2.474649 0.0 0.0 0.0
C 2.311152 1.698658 3.434313 0.1 0.1 0.0
H -6.668256 1.612633 3.124843 0.0 0.0 0.0
N 0.128452 -0.855904 1.882024 0.0 -0.3 -0.5
H 1.722652 4.703383 -1.556057 0.0 0.0 0.0
C 4.764060 -1.806147 -0.356687 -0.1 0.0 0.0
H -6.155734 -1.040312 4.187813 0.0 -0.1 0.0
H -5.621488 1.520329 1.709962 0.0 0.0 0.0
C 2.403397 2.348748 -3.853098 -0.1 0.2 0.1
C -1.145647 -1.194019 -4.532607 -0.1 -0.2 0.0
C 4.592692 -2.311397 -2.673815 -0.1 0.0 0.1
H 1.894411 3.028860 -1.070720 0.0 0.0 0.1
H -0.133620 -1.787432 4.460503 0.1 0.0 0.0
H -4.586439 -1.659884 4.706781 0.0 0.0 0.0
H -1.808157 2.972854 0.990382 0.0 0.0 0.0
C -1.750183 -2.151220 -2.053483 0.2 0.3 -0.7
H -0.454632 0.511423 -3.458157 0.0 0.0 0.0
N 2.623247 3.469451 -2.964628 0.0 0.0 0.2
```
Forces are in eV/Å.

charge	+2
highest occupied orbital energy (spin up / spin down)	-12.582 / -12.582	eV


(5)
Below is the molecule CH5BO2S at a distorted geometry, with properties calculated with ωB97M-V/def2-TZVPD.

Structure (XYZ):
```
10
Properties=species:S:1:pos:R:3:forces:R:3
H 1.293459 -2.263272 -0.282234 0.3 -0.2 0.8
S -0.351582 1.783137 -0.215674 -0.2 0.2 -0.3
H 1.839847 -0.537942 -0.217858 -0.2 -0.3 -0.3
O -0.053327 -0.924906 0.445231 -0.9 -1.3 1.6
H -1.149008 2.487119 0.626767 0.4 -0.2 -0.4
H 0.572105 -1.222889 -1.344701 0.3 0.5 -1.6
O -1.658023 0.232298 1.608424 -1.7 -0.1 0.8
B -0.766012 0.170820 0.590929 0.2 2.1 0.6
H -2.320603 0.954408 1.688636 1.1 -0.9 -0.4
C 0.997502 -1.227777 -0.375055 0.7 0.1 -0.7
```
Forces are in eV/Å.

energy relative to the best compared isomer or geometry (same formula, charge and spin)	18.3	kcal/mol
structure (SMILES)	COB(O)S
highest occupied orbital energy	-9.742	eV


(6)
Below is the molecule C3H5NO2, with properties calculated with ωB97M-V/def2-TZVPD.

Structure (XYZ):
```
11
Properties=species:S:1:pos:R:3:forces:R:3
H -1.024177 -0.556434 1.329721 0.0 0.0 -0.2
H -1.453565 -1.217947 -0.269090 0.1 0.2 0.0
H -0.921587 0.871967 -1.380966 0.1 0.0 0.2
N 0.619113 -0.905648 0.043827 0.2 0.0 -0.1
O 2.620978 0.262522 0.154560 -0.4 0.0 -0.2
C -0.763886 -0.556901 0.260796 -0.2 0.0 0.0
C -0.725683 0.866965 -0.301443 -0.3 0.0 0.0
H 1.002788 -1.829192 -0.028407 0.0 0.0 0.3
H -1.395865 1.564767 0.200384 0.0 -0.1 -0.1
O 0.617174 1.297570 -0.063958 0.1 0.1 0.1
C 1.424710 0.202334 0.054572 0.3 -0.1 -0.1
```
Forces are in eV/Å.

energy relative to the best compared isomer or geometry (same formula, charge and spin)	5.2	kcal/mol
structure (SMILES)	O=C1NCCO1
highest occupied orbital energy	-10.009	eV


(7)
Below is a cluster of 2 separate species, C3H5NO2 in total, with properties calculated with ωB97M-V/def2-TZVPD.

Structure (XYZ):
```
11
Properties=species:S:1:pos:R:3:forces:R:3
H 0.037575 1.608940 1.368220 0.0 -0.1 0.0
C -1.879165 1.183824 1.580005 -0.2 0.0 0.0
C 0.912811 -0.998715 -1.497463 0.1 0.0 0.0
N -0.916657 1.917283 1.527992 -0.5 -0.3 0.1
H 0.961333 -2.092435 -1.479379 0.0 0.1 0.0
O 1.272354 0.378264 0.427825 -0.3 -0.4 -0.3
H 1.852086 -0.578295 -1.859837 -0.1 -0.1 0.0
H 0.094004 -0.722732 -2.173685 0.1 -0.1 0.1
C 0.603207 -0.461196 -0.135762 0.2 0.2 0.1
H -0.318513 -0.857166 0.341272 0.1 0.1 0.0
O -2.878216 0.569562 1.641906 0.7 0.4 0.0
```
Forces are in eV/Å.

energy relative to the best compared isomer or geometry (same formula, charge and spin)	19.7	kcal/mol
structure (SMILES)	N=C=O.CC=O
highest occupied orbital energy	-10.644	eV


(8)
Below is the ion C3H9N2S with charge +1 at a distorted geometry, with properties calculated with ωB97M-V/def2-TZVPD.

Structure (XYZ):
```
15
Properties=species:S:1:pos:R:3:forces:R:3
S -1.232493 1.504839 -0.989766 0.8 -1.1 -0.1
H 1.257455 -0.716851 1.726871 0.4 -0.4 -0.6
H 1.616741 1.026564 -0.784309 1.1 1.7 1.3
H 1.518738 0.492211 -2.295637 0.0 -0.5 1.2
H -0.341606 2.279873 -0.344906 -0.1 -0.1 -0.1
H 0.005053 0.120600 2.385990 -1.0 0.1 0.0
N 1.368233 0.241733 -1.291944 0.4 -0.7 -2.3
H 0.902124 0.846711 1.157162 1.4 2.5 -0.7
C -0.327467 -0.561708 0.301507 0.2 0.6 -1.1
C 0.045068 -0.087293 -1.090825 -2.4 -0.5 -1.9
H -0.271569 -0.663023 -2.101496 -0.1 0.9 3.0
N -1.335074 -1.314710 0.560652 -1.4 -1.3 -4.0
H -1.632154 -1.378472 1.461514 -0.8 -0.4 3.2
H -2.044237 -1.757068 -0.120060 2.0 1.1 1.0
C 0.471190 -0.033407 1.425248 -0.4 -2.0 1.1
```
Forces are in eV/Å.

energy relative to the best compared isomer or geometry (same formula, charge and spin)	35.2	kcal/mol
structure (SMILES)	CC(=[NH2+])[C@H](N)S
charge	+1
highest occupied orbital energy	-13.768	eV